Formula: C16H50O9
Source: OMol25
Level of theory: wB97M-V/def2-TZVPD

Structure (ORCA input):
```
! RIJCOSX wB97M-V def2-TZVPD def2/J DEFGRID3
* xyz 0 1
C -2.281 1.012 -0.093
C -0.741 0.889 -0.127
O -0.387 -0.481 -0.269
H -2.566 0.761 -1.154
H -2.532 2.049 -0.006
H -2.723 0.398 0.684
H -0.329 1.281 0.863
H -0.365 1.393 -1.002
H -0.424 -0.785 -1.186
C 1.470 3.938 0.332
C 1.530 3.687 -1.123
O 2.760 4.013 -1.647
H 1.396 5.023 0.424
H 2.238 3.339 0.786
H 0.443 3.611 0.674
H 0.897 4.295 -1.744
H 1.383 2.649 -1.349
H 3.462 3.431 -1.414
C -3.902 -2.335 -0.631
C -3.250 -2.541 -2.049
O -2.465 -3.766 -1.873
H -4.753 -3.017 -0.358
H -4.216 -1.337 -0.588
H -3.136 -2.375 0.162
H -2.767 -1.646 -2.435
H -4.011 -2.673 -2.818
H -1.592 -3.599 -1.570
C -2.464 -0.419 4.058
C -1.293 0.391 3.708
O -0.323 -0.134 4.524
H -2.517 -1.303 3.548
H -3.344 0.108 3.783
H -2.499 -0.672 5.145
H -1.373 1.487 3.814
H -1.042 0.244 2.646
H -0.123 0.611 5.097
C 2.578 -0.035 -2.107
C 3.493 0.068 -0.864
O 3.659 1.473 -0.575
H 3.124 0.441 -2.952
H 1.618 0.519 -1.930
H 2.425 -1.114 -2.399
H 4.461 -0.379 -1.075
H 3.056 -0.434 -0.002
H 4.547 1.450 -0.121
C -1.817 0.611 -5.110
C -0.839 0.908 -4.017
O -0.440 -0.266 -3.399
H -2.185 1.524 -5.559
H -2.589 0.113 -4.602
H -1.347 0.003 -5.784
H -1.170 1.690 -3.326
H -0.029 1.494 -4.424
H -0.036 -0.875 -4.072
C 2.228 0.752 2.594
C 2.125 1.721 3.800
O 1.192 2.760 3.599
H 2.704 -0.171 2.925
H 2.753 1.184 1.710
H 1.242 0.431 2.186
H 3.062 2.109 4.199
H 1.755 1.153 4.602
H 1.666 3.567 3.291
C 0.579 -4.186 -0.992
O 0.286 -3.012 -1.674
H 1.461 -3.971 -0.328
H 0.655 -4.947 -1.707
H -0.200 -4.440 -0.244
H 0.838 -2.948 -2.362
C 0.148 -2.682 2.030
O 0.357 -2.490 3.382
H 0.101 -3.692 1.719
H 0.920 -2.160 1.495
H -0.813 -2.146 1.718
H 0.263 -1.542 3.599
*
```

As for the relative energy (zero: lowest compared OMol25 entry of this formula, charge and spin): 108.44 kcal/mol. The calculation puts the gap between HOMO and LUMO at 9.52 eV. The SMILES is CCO.CCO.CCO.CCO.CCO.CCO.CCO.CO.CO. The HOMO energy comes out at -9.241 eV.

These are the Mulliken partial charges, in e, on atoms 1 to 2:
1. C -1.360
2. C 1.295